1.
Computed, not measured: C6H14N2O3S in the gas phase, with ωB97M-V/def2-TZVPD.

```
! wB97M-V def2-TZVPD RIJCOSX def2/J DEFGRID3
* xyz 0 1
C 0.54653 0.35072 -2.33293
C -1.21573 -0.97311 -1.18617
C -0.27118 1.57642 -1.82780
C -1.21622 0.13102 -0.09309
C 1.79104 0.79378 1.22474
C 1.16402 -0.62261 1.13422
N -0.27746 -0.42866 1.11864
N 0.06386 -0.92412 -1.85937
O -2.22357 -0.03308 2.53750
O -0.35863 -1.53735 3.34116
O -0.78480 1.35842 -0.48287
S -0.74802 -0.04400 2.69287
H 0.79079 0.25395 -3.42451
H 1.53385 0.38794 -1.97527
H -1.45730 -1.79184 -0.57511
H -2.08594 -0.71521 -1.76487
H 0.18302 2.53540 -1.61095
H -1.22045 1.68142 -2.45259
H -2.08363 0.33051 0.39445
H 2.84216 0.99004 1.02596
H 1.20165 1.39457 0.71021
H 1.80605 1.18476 2.21364
H 1.49792 -1.18198 0.22603
H 1.46504 -1.22726 2.05427
H 0.28124 -1.46293 -2.66156
H -1.22424 -2.02681 3.57340
*
```

The value obtained for the highest occupied orbital energy is -8.7 eV. The calculation puts the relative energy (zero: lowest compared OMol25 entry of this formula, charge and spin) at 72.82 kcal/mol. For the LUMO energy, the calculation gives 0.76 eV.

Atom charges from the natural (NBO) analysis, given in e for atoms 1 to 8: -0.25 -0.26 -0.08 0.31 -0.64 -0.26 -0.73 -0.64



2.
Computed, not measured: C6H14N2O3S2 in the gas phase, with ωB97M-V/def2-TZVPD.

```
! wB97M-V def2-TZVPD RIJCOSX def2/J DEFGRID3
* xyz 0 1
C -1.56705 -1.06394 0.07885
C -2.29333 -0.78239 -1.19741
C -0.69551 0.53279 -2.23148
C 0.56279 0.52576 -1.43211
C 3.14345 -0.45593 -0.92971
C -0.61103 0.42963 3.09569
N -0.63046 0.03222 0.39429
N 1.14684 1.71136 -1.05198
O 1.32646 0.96066 1.52686
O 0.95995 -1.46357 1.76704
O -1.45937 -0.62186 -2.33092
S 1.55001 -0.91839 -1.69185
S 0.36930 -0.15320 1.60688
H -2.16637 -1.32094 0.87198
H -0.92601 -1.94277 -0.13030
H -2.84510 -1.70168 -1.50932
H -2.84817 0.27916 -1.07953
H -1.38119 1.38426 -1.75691
H -0.35215 0.90795 -3.27924
H 3.27263 -1.34198 -0.27614
H 2.92795 0.43619 -0.28569
H 3.94182 -0.14171 -1.55272
H -0.85591 1.42026 2.83499
H -1.41020 -0.15073 3.24971
H 0.03062 0.49280 3.92757
H 0.44700 2.50946 -1.21364
H 1.59178 1.51859 -0.04859
*
```

The value obtained for the highest occupied orbital energy (spin up / spin down) is -8.6 / -8.6 eV. The calculation puts the relative energy (zero: lowest compared OMol25 entry of this formula, charge and spin) at 1.57 kcal/mol. For the LUMO energy (spin up / spin down), the calculation gives 0.26 / 0.26 eV.

Atom charges from the natural (NBO) analysis, given in e for atoms 1 to 8: -0.28 -0.06 -0.16 0.28 -0.74 -0.82 -0.95 -0.85



3.
Computed, not measured: C6H14N2S in the gas phase, with ωB97M-V/def2-TZVPD.

```
! wB97M-V def2-TZVPD RIJCOSX def2/J DEFGRID3
* xyz 0 3
C -1.56759 -0.64801 -0.10431
C 1.27199 1.39229 -0.66574
C -0.17210 1.24492 -0.30717
C 2.27578 1.16405 0.43729
C -2.80258 0.09254 0.35660
C -1.64828 -2.15549 -0.30677
N -0.51139 -0.09681 -0.50814
N 2.34644 -0.23319 0.77427
S 2.09723 -1.39166 -0.43646
H 1.47304 0.81428 -1.53615
H 1.48485 2.53171 -0.89805
H -0.30954 1.37002 0.76609
H -0.70572 1.96616 -0.93083
H 3.27573 1.41599 -0.07337
H 2.07307 1.68062 1.28912
H -3.23046 0.61390 -0.46533
H -3.49892 -0.59446 0.74852
H -2.46064 0.77904 1.21495
H -1.77759 -2.52619 0.74621
H -0.64132 -2.61383 -0.64049
H -2.50006 -2.59295 -0.90170
H 2.01727 -0.41063 1.69158
H 3.51080 -1.80230 -0.25012
*
```

The value obtained for the highest occupied orbital energy (spin up / spin down) is -4.5 / -8.7 eV. The calculation puts the relative energy (zero: lowest compared OMol25 entry of this formula, charge and spin) at 0.00 kcal/mol. The expectation value of S² is 2.006. For the LUMO energy (spin up / spin down), the calculation gives 0.84 / -1.84 eV.

Atom charges from the natural (NBO) analysis, given in e for atoms 1 to 8: -0.02 -0.41 -0.28 -0.21 -0.60 -0.63 -0.15 -0.80



4.
Computed, not measured: a gas-phase ion, C6H14N3 (charge +1), with ωB97M-V/def2-TZVPD.

```
! wB97M-V def2-TZVPD RIJCOSX def2/J DEFGRID3
* xyz 1 1
C 2.46412 1.34461 -0.00109
C 0.36342 1.57843 0.71911
C -1.92577 -0.19654 0.65791
C -0.61677 -0.00639 -1.59093
C -0.35918 -1.95176 -0.18383
C -0.65633 -0.48793 -0.11875
N 1.63915 2.19005 0.44212
N 2.12918 0.02504 0.32980
N 0.49335 0.15364 0.70165
H 3.47733 1.54597 -0.34196
H 0.13652 2.04333 1.77716
H -0.33868 2.01579 0.01576
H -1.81065 -0.02108 1.74413
H -2.38800 0.83048 0.59513
H -2.60255 -0.99939 0.32523
H -1.59582 0.53153 -1.79083
H -0.76666 -0.90776 -2.16417
H 0.26741 0.54049 -1.78548
H 0.57056 -2.32134 -0.71076
H -0.15720 -2.56512 0.72235
H -1.29477 -2.40366 -0.73014
H 2.52870 -0.74363 -0.20306
H 0.44262 -0.19479 1.59064
*
```

The value obtained for the highest occupied orbital energy is -14.1 eV. The calculation puts the relative energy (zero: lowest compared OMol25 entry of this formula, charge and spin) at 88.49 kcal/mol. For the LUMO energy, the calculation gives -4.00 eV.

Atom charges from the natural (NBO) analysis, given in e for atoms 1 to 8: 0.22 -0.14 -0.67 -0.64 -0.67 0.15 -0.39 -0.44



5.
Computed, not measured: a gas-phase ion, C6H14N3 (charge +1), with ωB97M-V/def2-TZVPD.

```
! wB97M-V def2-TZVPD RIJCOSX def2/J DEFGRID3
* xyz 1 1
C 1.42195 1.05655 0.01037
C 1.58004 2.28880 -0.31468
C 0.09987 -0.63556 1.15190
C 2.15454 -1.25478 -0.10295
C -1.26585 -1.85447 -0.62638
C -1.84386 1.52169 0.34084
N 1.27828 -0.18144 0.40220
N -1.06655 -0.74111 0.31935
N -1.20589 0.47840 -0.37038
H 1.15346 2.87990 -1.01226
H 2.40500 2.70968 0.14912
H 0.24393 -1.66530 1.41108
H -0.07189 -0.02453 2.02594
H 2.80426 -1.70781 0.62133
H 1.39726 -1.94300 -0.59200
H 2.69078 -0.87576 -1.03996
H -2.30496 -1.54502 -0.98069
H -0.63260 -1.64244 -1.44729
H -1.26890 -2.78904 -0.24931
H -1.30308 1.54657 1.33785
H -1.74354 2.48862 -0.16997
H -2.96348 1.48779 0.44691
H -1.55876 0.40227 -1.31103
*
```

The value obtained for the highest occupied orbital energy is -12.2 eV. The calculation puts the relative energy (zero: lowest compared OMol25 entry of this formula, charge and spin) at 107.62 kcal/mol. For the LUMO energy, the calculation gives -3.85 eV.

Atom charges from the natural (NBO) analysis, given in e for atoms 1 to 8: 0.51 -0.44 -0.06 -0.42 -0.41 -0.42 -0.35 -0.25



6.
Computed, not measured: a molecular structure, C6H14N3, with ωB97M-V/def2-TZVPD.

```
! wB97M-V def2-TZVPD RIJCOSX def2/J DEFGRID3
* xyz 1 1
C -0.70139 -0.69200 0.93069
C -1.15435 -1.75818 1.50521
C 0.54342 1.02770 0.67558
C -2.09256 1.13862 0.69393
C 1.60125 -1.86828 -0.24406
C 0.31194 1.00628 -1.94171
N -0.73673 0.60142 0.96804
N 0.44700 -1.07784 -0.62629
N 0.89441 0.25106 -0.72238
H -0.73490 -2.77071 1.34659
H -1.50699 -1.65293 2.50195
H 0.67903 2.16087 0.62590
H 1.17468 0.56442 1.42854
H -2.70693 0.80134 1.63822
H -2.08428 2.27900 0.66524
H -2.62673 0.73275 -0.10063
H 1.32838 -2.87184 -0.33567
H 2.43505 -1.71668 -0.88696
H 1.86736 -1.63892 0.79232
H 0.78442 1.86651 -2.27309
H 0.21195 0.25123 -2.70108
H -0.76068 1.23236 -1.74384
H 1.93505 0.27019 -0.78767
*
```

The value obtained for the highest occupied orbital energy is -13.2 eV. The calculation puts the relative energy (zero: lowest compared OMol25 entry of this formula, charge and spin) at 114.41 kcal/mol. For the LUMO energy, the calculation gives -2.71 eV.

Atom charges from the natural (NBO) analysis, given in e for atoms 1 to 8: 0.40 -0.44 -0.05 -0.42 -0.46 -0.42 -0.47 -0.33



7.
Computed, not measured: a molecular structure, C6H14N3, with ωB97M-V/def2-TZVPD.

```
! wB97M-V def2-TZVPD RIJCOSX def2/J DEFGRID3
* xyz 1 1
C 1.09944 1.26577 -1.87681
C -0.11767 0.96678 -1.38111
C 1.24098 -1.60294 -0.52433
C -0.40609 -0.17226 0.17821
C -0.29808 1.89757 1.56763
C -1.15374 0.68587 1.14822
N 0.90619 -0.68905 0.41656
N -1.20051 -1.32462 -0.21279
N -0.36696 -2.29087 -0.80712
H 1.36197 2.12892 -2.61264
H 1.97114 0.74107 -1.72777
H -1.13323 1.34917 -1.56932
H 1.28306 -1.11066 -1.50994
H 2.01092 -2.43046 -0.30737
H -0.54764 2.59647 0.67856
H 0.73604 1.67252 1.75784
H -0.75644 2.46663 2.34533
H -1.94957 1.03399 0.37895
H -1.73282 0.05808 1.91760
H 0.90807 -0.92858 1.40405
H -1.70477 -1.62464 0.64940
H -0.58746 -2.14867 -1.85515
H -0.66050 -3.26995 -0.59679
*
```

The value obtained for the highest occupied orbital energy is -13.3 eV. The calculation puts the relative energy (zero: lowest compared OMol25 entry of this formula, charge and spin) at 111.12 kcal/mol. For the LUMO energy, the calculation gives -3.16 eV.

Atom charges from the natural (NBO) analysis, given in e for atoms 1 to 8: -0.41 -0.21 -0.01 0.32 -0.62 -0.46 -0.62 -0.48



8.
Computed, not measured: a gas-phase ion, C6H14N3 (charge +1), with ωB97M-V/def2-TZVPD.

```
! wB97M-V def2-TZVPD RIJCOSX def2/J DEFGRID3
* xyz 1 1
C -0.18860 -2.28917 -0.34977
C -2.41343 -0.26375 0.02209
C -0.04497 -1.02552 0.02244
C -3.28278 0.92632 0.15787
C 2.39281 -1.00069 0.18198
C 1.80183 1.86028 -0.59402
N -1.15874 -0.15860 0.24262
N 1.17161 -0.30302 0.35666
N 1.09086 1.06750 0.40090
H 0.65268 -3.10881 -0.36274
H -1.13600 -2.75110 -0.49809
H -2.84590 -1.06350 -0.45081
H -4.15560 0.91017 -0.46362
H -2.83430 1.88947 0.07923
H -3.72626 0.74981 1.29036
H 2.59108 -1.74447 1.15843
H 2.35539 -1.71430 -0.68261
H 3.33027 -0.33997 0.12786
H 2.88833 1.65986 -0.49781
H 1.65463 1.51625 -1.64221
H 1.51588 2.87779 -0.38610
H 1.21762 1.42500 1.40013
H -0.87641 0.88045 0.48721
*
```

The value obtained for the highest occupied orbital energy is -12.2 eV. The calculation puts the relative energy (zero: lowest compared OMol25 entry of this formula, charge and spin) at 84.65 kcal/mol. For the LUMO energy, the calculation gives -4.58 eV.

Atom charges from the natural (NBO) analysis, given in e for atoms 1 to 8: -0.47 0.31 0.29 -0.69 -0.45 -0.43 -0.45 -0.29



Q: What is the relative energy (zero: lowest compared OMol25 entry of this formula, charge and spin) in the fifth record?
A: 107.62 kcal/mol